(1)
{"formula": "C4H4N4O", "method": "ωB97M-V/def2-TZVPD", "lumo_energy_ev": -1.165, "homo_lumo_gap_ev": 7.6, "e_homo_ev": -8.77, "species": ["C", "C", "C", "C", "N", "N", "N", "N", "O", "H", "H", "H", "H"], "positions_angstrom": [[-1.2102, -0.3508, -0.4566], [-1.3116, 1.1005, -0.4071], [-0.1078, -0.8308, 0.2041], [0.7316, 0.9820, 0.3306], [-0.2794, 1.8221, -0.1137], [1.7807, 0.6940, -0.3644], [0.3382, 0.0140, 1.2970], [0.9932, -1.5399, -0.2835], [2.1227, -0.6071, -0.2925], [-1.7689, -0.9038, -1.1877], [-2.1683, 1.6093, -0.8212], [-0.4399, 0.3571, 1.8530], [1.3197, -2.3467, 0.2421]], "forces_ev_per_angstrom": [[0.370, -0.834, 0.535], [-0.093, 0.403, 0.088], [-0.497, 0.469, 0.281], [0.531, -0.797, 0.938], [-0.032, 0.851, -0.314], [-0.727, 1.320, -0.846], [0.297, -0.187, -0.146], [-0.403, -0.775, -0.942], [0.681, -0.811, 0.822], [0.080, -0.067, -0.364], [-0.193, 0.054, -0.033], [-0.057, 0.027, -0.317], [0.042, 0.345, 0.298]]}

***

(2)
{"formula": "C4H8Cl2O", "method": "ωB97M-V/def2-TZVPD", "lumo_energy_ev": 0.778, "homo_lumo_gap_ev": 9.7, "e_homo_ev": -8.92, "species": ["C", "C", "C", "C", "O", "Cl", "Cl", "H", "H", "H", "H", "H", "H", "H", "H"], "positions_angstrom": [[0.2304, 1.3470, 0.2880], [0.5324, -1.1199, -0.2133], [-2.1431, 0.0420, -0.4216], [-0.3056, -0.0158, 0.4453], [-0.6181, -0.2558, 1.6991], [-2.9848, 1.4510, -0.0002], [-2.7609, -1.4658, 0.0411], [0.5354, 1.3651, -0.6920], [-0.6257, 2.0288, 0.4804], [0.9770, 1.4754, 1.1363], [0.3016, -2.0855, 0.3570], [0.5157, -1.1322, -1.3265], [1.6732, -1.0328, 0.0136], [-1.9097, -0.1013, -1.5133], [-1.3389, -0.8906, 1.6938]], "forces_ev_per_angstrom": [[-1.124, 0.254, 3.219], [1.434, -1.018, 0.952], [5.046, -0.680, -1.570], [-1.645, 0.190, -3.127], [-0.420, -0.332, 2.581], [-0.667, 0.495, 0.201], [-1.315, -1.383, 0.902], [1.416, 0.973, -2.139], [0.865, -0.024, -0.184], [-0.436, 0.139, -1.509], [-0.060, 0.966, -1.536], [-0.500, -0.364, 0.824], [-1.873, 0.481, -0.081], [-0.492, 0.922, 1.029], [-0.229, -0.619, 0.439]]}

***

(3)
{"formula": "C5H14N4", "method": "ωB97M-V/def2-TZVPD", "lumo_energy_ev": [-7.071, -10.949], "total_charge": 2, "homo_lumo_gap_ev": [9.7, 7.7], "e_homo_ev": [-16.79, -18.68], "multiplicity": 3, "species": ["C", "C", "C", "C", "C", "N", "N", "N", "N", "H", "H", "H", "H", "H", "H", "H", "H", "H", "H", "H", "H", "H", "H"], "positions_angstrom": [[-0.1621, 2.3967, 0.2962], [0.4369, 1.7707, -0.6700], [0.4362, -0.1657, -1.0171], [2.8662, -0.3454, -0.2930], [-3.0652, -0.8504, 0.1137], [-0.9375, -0.3537, -0.8821], [1.3701, -0.5036, -0.0900], [0.8760, -0.9694, 1.1323], [-1.6665, -0.5887, 0.1813], [0.0184, 3.5246, 0.4768], [-0.7366, 1.8006, 0.9384], [1.1059, 1.8958, -1.4746], [0.6600, -0.3468, -2.0168], [3.1914, -1.0050, -1.2306], [3.2180, 0.6964, -0.4710], [3.3754, -0.8242, 0.6854], [-3.4989, -0.2137, -0.5948], [-3.3374, -1.9785, -0.1699], [-3.4372, -0.6426, 1.1385], [-1.4476, -0.1608, -1.6773], [0.5443, -1.9863, 1.0774], [1.3038, -0.9067, 1.9729], [-1.0334, -1.0539, 0.9110]], "forces_ev_per_angstrom": [[1.203, 1.609, -0.514], [0.905, -1.212, -1.093], [-0.932, 2.847, 2.130], [1.278, -2.327, 0.226], [-0.895, -2.741, 1.108], [-0.098, -1.804, 1.075], [1.352, -1.237, 2.230], [-3.258, -2.502, -4.095], [2.473, -1.651, 2.139], [-0.550, -1.908, -0.362], [-1.006, -0.232, 1.297], [0.628, 1.251, -0.528], [1.026, 0.250, -1.688], [-0.816, 1.329, 1.979], [-0.681, -0.621, 0.309], [-1.176, 1.284, -2.419], [-0.859, 1.003, -0.965], [0.827, 2.258, 0.602], [-0.103, -0.171, -0.770], [-1.301, 0.563, -2.255], [0.807, 1.532, -0.363], [2.893, 1.207, 2.774], [-1.717, 1.275, -0.816]]}

***

In the order shown, the computed energy above the lowest of the compared OMol25 structures with the same formula, charge and spin values come out to 650.8, 167.4, 200.0 kJ/mol.
In the order shown, the computed calculated total energy values come out to -12213.7650, -31368.1774, -11347.5805 eV.
In the order shown, the computed max |F| values come out to 1.7, 5.3, 5.8 eV Å⁻¹.